Run A
Density functional theory data (the ωB97M-V functional and the def2-TZVPD basis) for a cluster of 2 separate species, C2H3ClFP in total.

Computed properties:
E_LUMO = 0.013 Eh
net charge = 0
Kohn-Sham gap = 10.097 eV

Element x y z (Å)
C1 0.092 -0.667 0.063
C2 0.081 0.429 1.027
F1 2.383 0.395 -0.062
P1 1.629 -0.515 1.040
Cl1 -0.990 0.610 2.420
H1 -0.682 -1.436 0.440
H2 0.172 -0.378 -1.028
H3 0.424 1.791 0.237

Run B
Density functional theory data (the ωB97M-V functional and the def2-TZVPD basis) for the molecule C2H3ClFP.

Computed properties:
E_LUMO = 0.031 Eh
structure (SMILES) = FP1C[C@H]1Cl
net charge = 0
Kohn-Sham gap = 10.201 eV

Element x y z (Å)
F1 -1.324 -1.491 -0.729
P1 -0.342 -1.280 0.560
C1 -0.401 0.537 0.586
C2 0.762 -0.155 -0.433
Cl1 2.393 0.217 -0.137
H1 -0.150 1.122 1.409
H2 -1.219 1.190 0.214
H3 0.282 -0.140 -1.468

Relative to the most stable one, in eV, the structures come out at run A 1.457; run B 0.000.

Run A
Density functional theory data (the ωB97M-V functional and the def2-TZVPD basis) for a structure of composition C33H25CoN3O5S.

Computed properties:
E_LUMO (spin up / spin down) = 0.094 / 0.016 Eh
net charge = -1
multiplicity = 5
Kohn-Sham gap (spin up / spin down) = 7.342 / 5.263 eV

Element x y z (Å)
Co1 0.327 0.856 -0.619
O1 -3.160 -2.197 -0.280
C1 -4.015 -1.313 0.274
C2 -5.257 -1.797 0.733
C3 -6.172 -0.983 1.375
C4 -5.874 0.387 1.524
C5 -4.663 0.894 1.099
C6 -3.725 0.037 0.452
C7 -2.410 0.629 0.035
O2 -1.514 -0.209 -0.444
N1 -2.241 1.892 0.303
N2 -0.930 2.277 0.029
C8 -0.571 3.411 0.525
C9 0.714 3.996 0.347
C10 0.833 5.359 0.631
C11 1.964 6.100 0.515
C12 3.103 5.437 0.077
C13 3.073 4.120 -0.245
C14 1.888 3.345 -0.143
O3 1.940 2.087 -0.455
H1 -2.270 -1.730 -0.292
H2 -5.437 -2.867 0.576
H3 -7.155 -1.413 1.599
H4 -6.578 1.087 1.949
H5 -4.373 1.921 1.169
H6 -1.342 4.002 0.975
H7 -0.099 5.900 0.910
H8 2.021 7.148 0.755
H9 4.042 5.958 -0.057
H10 3.946 3.575 -0.619
C15 -1.014 0.131 4.907
C16 -1.529 -0.490 3.818
C17 -0.832 -0.546 2.621
C18 0.435 0.001 2.519
C19 0.982 0.648 3.666
C20 0.249 0.710 4.818
N3 1.190 -0.127 1.317
C21 2.420 -0.744 1.433
C22 2.731 -1.610 2.502
C23 3.946 -2.249 2.514
C24 4.934 -2.000 1.525
C25 4.660 -1.069 0.511
C26 3.406 -0.486 0.433
H11 -1.565 0.273 5.829
H12 -2.527 -0.954 3.782
H13 -1.233 -1.101 1.793
H14 1.985 1.040 3.588
H15 0.686 1.239 5.650
H16 2.004 -1.778 3.275
H17 4.214 -3.034 3.212
H18 5.893 -2.492 1.551
H19 5.437 -0.824 -0.222
H20 3.168 0.253 -0.325
O4 0.304 -5.059 -7.077
C27 -0.549 -4.537 -6.123
O5 -1.586 -5.114 -5.945
C28 -0.112 -3.363 -5.332
C29 1.185 -2.832 -5.448
C30 1.628 -1.787 -4.639
C31 0.843 -1.331 -3.566
S1 1.387 -0.007 -2.547
C32 -0.430 -1.893 -3.439
C33 -0.916 -2.906 -4.285
H21 1.091 -4.499 -7.167
H22 1.842 -3.192 -6.241
H23 2.620 -1.358 -4.757
H24 -1.101 -1.513 -2.655
H25 -1.909 -3.311 -4.193

Run B
Density functional theory data (the ωB97M-V functional and the def2-TZVPD basis) for a structure of composition C33H25CoN3O5S.

Computed properties:
E_LUMO (spin up / spin down) = 0.094 / 0.012 Eh
net charge = -1
multiplicity = 5
Kohn-Sham gap (spin up / spin down) = 7.127 / 4.893 eV

Element x y z (Å)
Co1 0.627 -0.201 0.614
O1 3.624 -3.431 -0.061
C1 2.688 -4.415 0.105
C2 2.988 -5.662 -0.457
C3 2.113 -6.711 -0.279
C4 0.909 -6.546 0.430
C5 0.623 -5.314 0.982
C6 1.487 -4.233 0.806
C7 1.074 -2.883 1.297
O2 1.656 -1.878 0.681
N1 0.195 -2.762 2.238
N2 -0.101 -1.382 2.345
C8 -0.734 -1.000 3.390
C9 -1.106 0.388 3.604
C10 -2.048 0.725 4.581
C11 -2.423 2.022 4.844
C12 -1.880 3.032 4.053
C13 -0.982 2.740 3.076
C14 -0.512 1.412 2.827
O3 0.435 1.231 1.927
H1 3.159 -2.567 0.161
H2 3.909 -5.780 -1.009
H3 2.357 -7.674 -0.707
H4 0.269 -7.410 0.541
H5 -0.320 -5.236 1.525
H6 -1.066 -1.749 4.124
H7 -2.523 -0.051 5.168
H8 -3.220 2.276 5.542
H9 -2.153 4.085 4.203
H10 -0.479 3.492 2.478
C15 1.498 4.595 -2.108
C16 1.648 4.232 -0.754
C17 1.693 2.894 -0.402
C18 1.677 1.893 -1.390
C19 1.526 2.300 -2.734
C20 1.440 3.617 -3.092
N3 1.675 0.563 -1.033
C21 2.219 -0.330 -1.907
C22 3.425 -0.004 -2.553
C23 4.029 -0.914 -3.390
C24 3.461 -2.179 -3.561
C25 2.232 -2.489 -2.987
C26 1.642 -1.576 -2.140
H11 1.451 5.651 -2.398
H12 1.701 5.010 0.000
H13 1.757 2.610 0.629
H14 1.441 1.556 -3.525
H15 1.316 3.855 -4.143
H16 3.920 0.956 -2.401
H17 4.998 -0.696 -3.844
H18 4.012 -2.842 -4.214
H19 1.755 -3.451 -3.145
H20 0.707 -1.807 -1.669
O4 -6.636 3.697 -0.679
C27 -5.371 3.905 -0.163
O5 -5.151 4.977 0.329
C28 -4.423 2.792 -0.317
C29 -4.763 1.499 -0.721
C30 -3.851 0.459 -0.831
C31 -2.506 0.704 -0.491
S1 -1.350 -0.611 -0.667
C32 -2.123 1.997 -0.109
C33 -3.088 2.999 -0.007
H21 -6.713 2.792 -0.980
H22 -5.772 1.231 -1.005
H23 -4.173 -0.544 -1.116
H24 -1.071 2.154 0.132
H25 -2.796 3.988 0.355

Relative to the most stable one, in eV, the structures come out at run A 0.322; run B 0.000.

Run A
Density functional theory data (the ωB97M-V functional and the def2-TZVPD basis) for a cluster of 2 separate species, ClH2N2O in total.

Computed properties:
E_LUMO (spin up / spin down) = 0.173 / 0.166 Eh
net charge = -1
Kohn-Sham gap (spin up / spin down) = 8.542 / 7.101 eV

Element x y z (Å)
N1 -1.758 -0.888 -0.852
N2 0.361 -0.384 -0.108
O1 -2.321 -1.663 -0.123
Cl1 -1.115 -1.618 -2.607
H1 0.409 -0.563 0.901
H2 0.270 0.641 -0.273

Run B
Density functional theory data (the ωB97M-V functional and the def2-TZVPD basis) for a cluster of 2 separate species, ClH2N2O in total.

Computed properties:
E_LUMO = 0.118 Eh
net charge = -1
Kohn-Sham gap = 7.331 eV

Element x y z (Å)
N1 0.235 -0.473 0.464
N2 1.524 -1.483 0.626
O1 2.048 -1.677 -0.461
Cl1 -3.021 -0.315 -0.021
H1 0.069 -0.236 1.452
H2 -0.655 -0.625 -0.061

Relative to the most stable one, in eV, the structures come out at run A 1.851; run B 0.000.

Run A
Density functional theory data (the ωB97M-V functional and the def2-TZVPD basis) for the molecule C8H8N4S.

Computed properties:
E_LUMO = 0.014 Eh
structure (SMILES) = Cc1ccc(Nc2nnns2)cc1
net charge = 0
Kohn-Sham gap = 9.330 eV

Element x y z (Å)
C1 3.679 -0.796 -0.115
C2 2.170 -0.344 -0.379
C3 1.231 -1.198 0.427
C4 -0.053 -0.800 0.675
C5 -0.462 0.528 0.298
N1 -1.764 0.966 0.838
C6 -2.805 0.296 0.254
N2 -4.040 0.934 0.291
N3 -5.075 0.198 -0.303
N4 -4.757 -1.032 -0.637
S1 -3.121 -1.241 -0.345
C7 0.391 1.387 -0.412
C8 1.653 0.845 -0.944
H1 3.782 -1.817 -0.038
H2 4.459 -0.203 -0.913
H3 3.903 -0.209 0.991
H4 1.562 -2.102 0.861
H5 -0.892 -1.279 1.119
H6 -2.055 1.928 0.751
H7 -0.062 2.420 -0.830
H8 2.258 1.520 -1.587

Run B
Density functional theory data (the ωB97M-V functional and the def2-TZVPD basis) for the molecule C8H8N4S.

Computed properties:
E_LUMO (spin up / spin down) = -0.017 / -0.017 Eh
net charge = 0
Kohn-Sham gap (spin up / spin down) = 7.411 / 7.410 eV

Element x y z (Å)
C1 -0.109 1.099 -2.889
C2 1.042 0.749 -2.259
C3 -1.319 1.103 -2.271
C4 1.009 0.181 -0.934
C5 -1.408 0.693 -0.958
C6 -0.248 0.280 -0.274
C7 0.058 1.082 3.526
C8 0.259 -2.248 0.910
N1 0.568 -0.005 3.568
N2 0.656 -1.053 2.821
N3 -0.371 0.031 1.134
N4 0.259 -0.981 1.544
S1 -0.313 2.518 4.072
H1 -0.036 1.514 -3.924
H2 1.934 0.842 -2.755
H3 -2.314 1.227 -2.936
H4 1.860 -0.181 -0.498
H5 -2.246 0.812 -0.383
H6 -0.698 -2.460 0.493
H7 0.410 -2.789 1.831
H8 1.009 -2.416 0.183

Relative to the most stable one, in eV, the structures come out at run A 0.000; run B 1.123.